Entry from the OMol25 dataset: a cluster of 5 separate species, C22H63Cl2N10O4P3 in total in a non-equilibrium geometry (ωB97M-V/def2-TZVPD).

Last columns: bonded neighbours and bond lengths (Å).
Positions of all 104 atoms, in Å:
1 P -0.1891 -1.5753 -4.2155  O41 1.488, N77 1.671, N94 1.655, N102 1.672
2 H 0.5241 2.6107 1.6200  C12 1.072
3 H 0.8784 -3.5636 5.8453  C86 1.081
4 O 3.7417 -0.9861 4.1368  P96 1.460
5 H -0.4988 -0.6195 -7.6709  C93 1.109
6 H 0.5954 8.5636 0.7908  C45 1.097
7 H 1.2091 2.2714 0.1017  C12 1.078
8 H 0.4634 -4.7500 0.2572  C72 1.080
9 H 1.7690 1.3945 4.6597  C15 1.099
10 H 0.0657 -0.2022 6.3407  C57 1.078
11 C -2.0451 5.3577 3.1057  N38 1.456, H54 1.093, H68 1.088, H88 1.100
12 C 1.0589 3.0682 0.8114  H2 1.072, H7 1.078, N58 1.456, H98 1.109
13 H 0.6834 -2.9993 -1.5265  C48 1.094
14 H -3.7165 -2.1291 -4.0597  C89 1.096
15 C 0.9363 0.8785 4.1610  H9 1.099, H81 1.111, H85 1.088, N103 1.474
16 H 1.9388 -0.1429 -5.8162  C32 1.106
17 C -1.6880 0.3669 -0.5128  H42 1.086, Cl51 1.780, H56 1.084, Cl75 1.750
18 H -3.3396 -3.8033 2.4316  C25 1.101
19 H -2.7682 -2.5551 -2.6307  C89 1.097
20 C 0.9575 -1.6862 1.4991  H46 1.104, N62 1.450, H97 1.091, H99 1.106
21 H 1.2086 -1.5178 6.4089  C57 1.085
22 H 2.3795 -2.7474 -1.9796  C48 1.086
23 C 3.1596 -0.7788 1.2290  N62 1.470, H63 1.090, H65 1.073, H73 1.101
24 H -3.9880 -3.0676 1.0097  C25 1.104
25 C -3.0458 -3.1777 1.5751  H18 1.101, H24 1.104, H71 1.092, C92 1.472
26 H 1.1125 3.6523 -1.6781  C35 1.098
27 N -0.4467 6.7312 0.3439  C30 1.491, C45 1.501, P78 1.639
28 H -1.2289 6.8682 -1.5523  C30 1.118
29 H 2.0430 -4.2769 -3.8122  C50 1.091
30 C -1.6304 7.0106 -0.5188  N27 1.491, H28 1.118, H70 1.071, H90 1.097
31 H -0.1839 0.6068 -6.5059  C93 1.081
32 C 1.7006 -1.1914 -6.0762  H16 1.106, N77 1.470, H79 1.068, H100 1.093
33 H 2.9255 -4.8554 3.8803  C36 1.096
34 H -2.5328 -4.0438 -5.3956  C69 1.086
35 C 0.9641 4.5674 -1.0894  H26 1.098, N58 1.478, H60 1.122, H76 1.083
36 C 3.1811 -3.8590 4.2589  H33 1.096, H49 1.106, H64 1.101, N91 1.500
37 H -2.9851 3.2674 1.7050  C67 1.092
38 N -1.5881 4.7824 1.8482  C11 1.456, C67 1.429, P78 1.685
39 H -1.2907 -3.2400 -6.3393  C69 1.095
40 H -2.1202 3.6292 0.2513  C67 1.093
41 O -0.3879 -0.3821 -3.3489  P1 1.488
42 H -1.7416 -0.7097 -0.6477  C17 1.086
43 H -1.7609 -5.4037 1.8410  N44 0.999
44 N -1.3850 -4.8739 1.0822  H43 0.999, C72 1.457, C92 1.389
45 C 0.6512 7.7226 0.0891  H6 1.097, N27 1.501, H82 1.093, H101 1.095
46 H 1.2235 -2.7039 1.1655  C20 1.104
47 H 1.2439 -1.3568 -1.8726  C48 1.103
48 C 1.3608 -2.4157 -2.1573  H13 1.094, H22 1.086, H47 1.103, N94 1.462
49 H 3.4680 -3.9603 5.3225  C36 1.106
50 C 1.0380 -3.9111 -4.0263  H29 1.091, H53 1.108, H74 1.098, N94 1.421
51 Cl -1.6577 0.6233 1.2486  C17 1.780
52 H -2.8809 -2.5167 -6.1925  C69 1.092
53 H 0.2647 -4.5773 -3.5949  C50 1.108
54 H -2.4245 4.6114 3.8081  C11 1.093
55 H -2.6878 -0.9308 -3.2541  C89 1.073
56 H -0.7742 0.7516 -0.9505  C17 1.084
57 C 1.0404 -0.5231 6.0104  H10 1.078, H21 1.085, H95 1.106, N103 1.490
58 N 0.3414 4.1725 0.1914  C12 1.456, C35 1.478, P78 1.691
59 O -1.4920 -3.1106 -0.2675  C92 1.217
60 H 1.9709 5.0282 -0.9053  C35 1.122
61 H -3.3920 4.7701 0.7686  C67 1.089
62 N 2.0880 -1.0920 2.1854  C20 1.450, C23 1.470, P96 1.648
63 H 3.4594 -1.6839 0.7009  C23 1.090
64 H 4.0869 -3.4557 3.7811  C36 1.101
65 H 4.0314 -0.3715 1.7042  C23 1.073
66 H -0.0366 -2.7493 4.5737  C86 1.072
67 C -2.6043 4.1004 1.1101  H37 1.092, N38 1.429, H40 1.093, H61 1.089
68 H -1.1789 5.8221 3.5724  C11 1.088
69 C -2.1181 -3.0713 -5.6420  H34 1.086, H39 1.095, H52 1.092, N102 1.472
70 H -2.4514 6.3372 -0.3796  C30 1.071
71 H -2.7900 -2.1601 1.8784  C25 1.092
72 C -0.3709 -5.4332 0.1982  H8 1.080, N44 1.457, H83 1.094, H84 1.077
73 H 2.7912 -0.1031 0.4419  C23 1.101
74 H 0.9318 -3.9086 -5.1194  C50 1.098
75 Cl -3.1284 1.1103 -1.1736  C17 1.750
76 H 0.4003 5.2880 -1.6697  C35 1.083
77 N 0.2654 -1.3593 -5.8091  P1 1.671, C32 1.470, C93 1.468
78 P -0.1398 5.4005 1.2495  N27 1.639, N38 1.685, N58 1.691, O80 1.462
79 H 2.2366 -1.8861 -5.4666  C32 1.068
80 O 0.7846 5.7225 2.3357  P78 1.462
81 H -0.0082 1.3376 4.5249  C15 1.111
82 H 0.6085 8.0948 -0.9380  C45 1.093
83 H -0.7089 -5.4575 -0.8421  C72 1.094
84 H -0.0678 -6.4099 0.5364  C72 1.077
85 H 1.0046 0.9926 3.0815  C15 1.088
86 C 0.7821 -3.4105 4.7796  H3 1.081, H66 1.072, N91 1.460, H104 1.095
87 H -1.5997 -0.4968 -6.3381  C93 1.087
88 H -2.7788 6.1553 2.9143  C11 1.100
89 C -2.7605 -1.9591 -3.5519  H14 1.096, H19 1.097, H55 1.073, N102 1.466
90 H -1.9171 8.0664 -0.4350  C30 1.097
91 N 2.0271 -2.9020 4.2111  C36 1.500, C86 1.460, P96 1.639
92 C -1.9607 -3.6661 0.7086  C25 1.472, N44 1.389, O59 1.217
93 C -0.5439 -0.4095 -6.5830  H5 1.109, H31 1.081, N77 1.468, H87 1.087
94 N 0.9514 -2.5745 -3.5523  P1 1.655, C48 1.462, C50 1.421
95 H 1.8002 0.1650 6.4250  C57 1.106
96 P 2.3733 -1.3572 3.7868  O4 1.460, N62 1.648, N91 1.639, N103 1.688
97 H 0.1111 -1.8036 2.1768  C20 1.091
98 H 2.0412 3.3324 1.2538  C12 1.109
99 H 0.6666 -1.0582 0.6365  C20 1.106
100 H 1.9177 -1.3397 -7.1369  C32 1.093
101 H 1.6254 7.2618 0.2857  C45 1.095
102 N -1.6680 -2.3160 -4.4612  P1 1.672, C69 1.472, C89 1.466
103 N 1.0911 -0.5419 4.5214  C15 1.474, C57 1.490, P96 1.688
104 H 0.5273 -4.3728 4.3228  C86 1.095

E: -99843.2673 eV
SMILES: CN(C)P(=O)(N(C)C)N(C)C.CN(C)P(=O)(N(C)C)N(C)C.CN(C)P(=O)(N(C)C)N(C)C.CNC(C)=O.ClCCl
Molar mass: 695.640 g/mol
Max |F|: 2.79 eV/Å
HOMO-LUMO gap: 8.95 eV
HOMO level: -8.5 eV

These are the Mulliken partial charges, in e, on atoms 1 to 99:
1. P 0.270
2. H 0.241
3. H 0.331
4. O -0.914
5. H 0.325
6. H 0.284
7. H 0.472
8. H 0.132
9. H 0.429
10. H 0.371
11. C -1.163
12. C -1.398
13. H 0.404
14. H 0.386
15. C -0.925
16. H 0.338
17. C 0.719
18. H 0.402
19. H 0.062
20. C -0.552
21. H 0.356
22. H 0.397
23. C -0.968
24. H 0.312
25. C -1.133
26. H 0.234
27. N 0.237
28. H 0.342
29. H 0.417
30. C -0.840
31. H 0.362
32. C -1.080
33. H 0.289
34. H 0.352
35. C -0.909
36. C -1.040
37. H 0.362
38. N 0.585
39. H 0.361
40. H 0.267
41. O -0.904
42. H -0.406
43. H 0.220
44. N -0.171
45. C -1.081
46. H 0.232
47. H 0.125
48. C -1.018
49. H 0.342
50. C -1.033
51. Cl -0.209
52. H 0.444
53. H 0.143
54. H 0.294
55. H 0.315
56. H 0.097
57. C -1.147
58. N 0.814
59. O -0.321
60. H 0.340
61. H 0.209
62. N 0.619
63. H 0.318
64. H 0.274
65. H 0.347
66. H 0.379
67. C -1.072
68. H 0.359
69. C -1.167
70. H 0.159
71. H 0.129
72. C -0.671
73. H 0.131
74. H 0.365
75. Cl -0.202
76. H 0.233
77. N 0.233
78. P 0.224
79. H 0.345
80. O -0.886
81. H 0.382
82. H 0.385
83. H 0.178
84. H 0.381
85. H -0.008
86. C -1.192
87. H 0.328
88. H 0.309
89. C -0.979
90. H 0.327
91. N 0.622
92. C 0.569
93. C -1.060
94. N 0.464
95. H 0.372
96. P 0.273
97. H 0.239
98. H 0.269
99. H -0.135

***

Entry from the OMol25 dataset: a cluster of 2 separate species, C2H5ClN2 in total in a non-equilibrium geometry (ωB97M-V/def2-TZVPD).

Last columns: bonded neighbours and bond lengths (Å).
Positions of all 10 atoms, in Å:
1 N 0.7362 -0.1546 -1.3873  H3 0.951, C10 1.244
2 H -1.4619 0.8253 2.3961  C9 1.186
3 H 1.2087 -0.1233 -2.2117  N1 0.951
4 H 0.8366 0.1228 0.3980  N7 1.032
5 Cl 1.6361 -0.3590 2.5639  N7 2.002
6 H -1.0671 -0.5558 -0.5429  C10 1.087
7 N 0.3548 0.4442 1.2516  H4 1.032, Cl5 2.002, C9 1.214
8 H -0.9398 -0.4949 -2.4271  C10 1.087
9 C -0.8221 0.6994 1.4051  H2 1.186, N7 1.214
10 C -0.4815 -0.4042 -1.4458  N1 1.244, H6 1.087, H8 1.087

E: -17653.5913 eV
Molar mass: 92.529 g/mol
Max |F|: 3.96 eV/Å
HOMO-LUMO gap: 8.57 eV
HOMO level: -8.6 eV

Here is what Mulliken gives for the atomic charges, in e:
1. N -0.445
2. H 0.237
3. H 0.221
4. H 0.452
5. Cl -0.332
6. H 0.151
7. N -0.184
8. H 0.266
9. C -0.172
10. C -0.193